(1)
Molecular formula: C12H36N12O24
Method: DFT, the ωB97M-V functional and the def2-TZVPD basis

The geometry in ORCA input format:
```
! wB97M-V def2-TZVPD RIJCOSX def2/J DEFGRID3
* xyz 1 2
C 2.38776 2.07114 2.27234
N 3.32119 3.20410 1.77982
O 3.68979 4.10236 2.60408
O 3.47951 3.23450 0.55243
H 2.82405 1.25770 2.85205
H 1.78655 1.61279 1.48712
H 1.71419 2.50581 3.01090
C -5.27787 -0.94661 -0.63733
N -4.21547 -1.15778 0.42292
O -3.05152 -1.23413 0.06757
O -4.61026 -1.35813 1.57542
H -5.59284 -1.94894 -0.92756
H -4.71438 -0.47755 -1.44390
H -6.02855 -0.29990 -0.18307
C 2.41186 -4.40388 -0.96660
N 3.64093 -5.21869 -1.16431
O 3.98889 -6.04870 -0.31949
O 4.30635 -4.98807 -2.17251
H 2.55354 -3.33619 -1.13412
H 2.15479 -4.53910 0.08399
H 1.77318 -4.84099 -1.73414
C 0.39778 -0.87872 0.29338
N 0.05908 0.49369 -0.08270
O -0.43875 1.24878 0.83310
O 0.37787 0.86880 -1.18380
H 0.93275 -0.89967 1.24284
H 0.96492 -1.37423 -0.49460
H -0.47624 -1.47393 0.55779
C -1.73709 2.08642 -2.73141
N -2.61183 2.60811 -1.67125
O -3.03237 1.89729 -0.76958
O -2.89299 3.80687 -1.78822
H -2.18427 2.56014 -3.60532
H -1.86282 1.00370 -2.73151
H -0.66627 2.28450 -2.68450
C -3.05309 -4.10456 -1.50999
N -1.95733 -4.52409 -0.58673
O -0.85232 -3.93612 -0.69415
O -2.16918 -5.48335 0.16242
H -3.68105 -4.98285 -1.65957
H -2.66624 -3.66141 -2.42763
H -3.63934 -3.41252 -0.90542
C 5.41576 0.46339 -0.23298
N 4.46944 -0.20363 -1.13393
O 3.27469 -0.06583 -0.83717
O 4.85260 -0.72059 -2.19897
H 5.24696 0.06093 0.76584
H 5.14430 1.51875 -0.25805
H 6.43350 0.32988 -0.59971
C -2.63167 -3.35904 3.68733
N -2.72097 -1.83554 3.68459
O -2.04625 -1.26984 2.78686
O -3.33447 -1.32268 4.64354
H -3.17724 -3.77851 4.53261
H -1.59310 -3.54098 3.96370
H -2.85310 -3.76539 2.70044
C 2.13158 -0.32404 -4.68310
N 2.08317 -1.72025 -4.31350
O 2.66547 -2.60696 -4.95623
O 1.47847 -1.90307 -3.24131
H 2.30802 -0.13835 -5.74258
H 2.95416 0.10155 -4.10835
H 1.23788 0.25295 -4.44543
C -1.15752 1.15126 4.74495
N -2.24331 1.93214 5.29071
O -3.10624 1.46364 6.02549
O -2.30233 3.11833 4.93393
H -0.22407 1.58279 5.10626
H -1.15784 1.22047 3.65714
H -1.26744 0.17527 5.21766
C 2.64524 3.09645 -2.54839
N 1.60689 3.68090 -3.42731
O 1.38863 3.05532 -4.50108
O 1.05404 4.73002 -3.06288
H 2.34263 2.25244 -1.92857
H 3.05831 3.94118 -1.99711
H 3.45736 2.72621 -3.17409
C -2.18200 4.09994 1.66091
N -0.71244 3.96711 1.74704
O -0.22266 3.61801 2.83210
O -0.03399 4.16602 0.78479
H -2.41789 4.35061 2.69514
H -2.75202 3.23976 1.30980
H -2.46567 4.94308 1.03104
*
```

Summary:
**F_max**: 4.3 eV Å⁻¹
**Frontier orbital gap (spin up / spin down)**: 0.2623 / 0.0919 Ha
**Total energy**: -80003.418 eV
**E_LUMO (spin up / spin down)**: -0.185 / -0.355 Ha
**Relative energy (zero: lowest compared OMol25 entry of this formula, charge and spin)**: 0.0 kcal per mole
**M**: 732.480 g/mol
**HOMO level (spin up / spin down)**: -12.160 / -12.160 eV

(2)
Molecular formula: C12H36N7O5P2Ti
Method: DFT, the ωB97M-V functional and the def2-TZVPD basis

The geometry in ORCA input format:
```
! wB97M-V def2-TZVPD RIJCOSX def2/J DEFGRID3
* xyz 0 4
Ti -2.35877 0.82431 -4.30227
N -5.37134 2.27220 -8.16776
O -4.38496 2.91611 -7.80797
O -6.09416 2.72509 -9.06493
O -5.52398 1.19169 -7.61275
O 0.60653 4.20404 -1.32202
P 1.86529 4.74259 -0.68264
N 2.27800 6.21883 -1.47329
C 3.20929 7.24649 -0.82283
C 1.99525 6.45198 -2.87529
N 3.24198 3.72509 -0.86416
C 3.07947 2.31207 -0.47142
C 4.00722 3.83554 -2.04149
N 1.90033 5.10216 0.95903
C 0.59239 5.34467 1.60541
C 2.97586 4.97714 1.89932
H 2.68088 8.00978 -0.25162
H 3.90654 7.69005 -1.53361
H 3.85749 6.83365 -0.04984
H 1.16556 5.84782 -3.24230
H 2.90102 6.19841 -3.42608
H 2.05152 7.49762 -3.17793
H 4.08593 1.99088 -0.20311
H 2.53099 2.28199 0.47005
H 2.72937 1.65287 -1.26576
H 4.67276 2.97431 -2.10033
H 3.36300 3.68116 -2.90709
H 4.69500 4.67672 -2.12789
H 0.73816 5.95065 2.49964
H -0.12183 5.87077 0.97201
H 0.22658 4.35353 1.87362
H 3.89817 4.56661 1.48833
H 2.59584 4.41950 2.75530
H 3.27504 5.97038 2.23410
O -1.86843 -3.25267 0.42497
P -1.68343 -4.55860 1.14175
N -0.67475 -5.74952 0.43133
C -0.81365 -6.42694 -1.00424
C 0.22480 -6.63219 1.31272
N -3.17706 -5.33594 1.37980
C -4.34797 -4.50097 2.02540
C -3.37472 -6.81761 1.44600
N -1.09666 -4.30513 2.73174
C -1.52759 -3.01274 3.38504
C -0.73451 -5.25044 3.74305
H -0.15310 -5.96856 -1.74021
H -1.78691 -6.01017 -1.26338
H -0.97070 -7.50247 -1.08595
H 0.80561 -7.24986 0.62770
H -0.21119 -7.38483 1.96964
H 1.02099 -6.03567 1.75805
H -4.21706 -4.47031 3.10707
H -4.38830 -3.47707 1.65377
H -5.35143 -4.86351 1.80236
H -3.46857 -7.03559 2.50985
H -4.31192 -7.13324 0.98760
H -2.43950 -7.27888 1.12865
H -2.50813 -3.09576 3.85383
H -0.77602 -2.65226 4.08739
H -1.57441 -2.21420 2.64461
H 0.28120 -5.53109 3.46434
H -1.49629 -6.02858 3.79105
H -0.65073 -4.78190 4.72362
*
```

Summary:
**F_max**: 4.2 eV Å⁻¹
**Frontier orbital gap (spin up / spin down)**: 0.1306 / 0.1723 Ha
**Total energy**: -75378.752 eV
**E_LUMO (spin up / spin down)**: -0.111 / -0.069 Ha
**Relative energy (zero: lowest compared OMol25 entry of this formula, charge and spin)**: 69.2 kcal per mole
**M**: 468.279 g/mol
**HOMO level (spin up / spin down)**: -6.566 / -6.567 eV

(3)
Molecular formula: C12H36Na2O16P3S
Method: DFT, the ωB97M-V functional and the def2-TZVPD basis

The geometry in ORCA input format:
```
! wB97M-V def2-TZVPD RIJCOSX def2/J DEFGRID3
* xyz 1 1
Na 8.47957 27.48702 0.68468
Na 9.52526 29.25292 3.81184
O 8.99729 29.52816 1.51294
H 8.67100 30.34367 1.08514
O 6.34972 32.39310 1.82423
S 5.15987 31.54569 2.04137
O 3.93281 32.10243 2.56315
O 4.77331 30.71404 0.64310
C 5.77517 30.51883 -0.29981
C 5.26637 29.38720 -1.19292
C 5.64487 30.21490 3.19739
H 6.74815 30.25367 0.11384
H 5.93625 31.45535 -0.83375
H 5.97165 29.07863 -1.96459
H 4.31663 29.65906 -1.65357
H 5.08013 28.51236 -0.56997
H 6.58203 29.80542 2.82034
H 4.80951 29.51880 3.12168
H 5.62861 30.63976 4.20104
C 13.84879 32.54989 5.74603
O 13.79310 32.08871 4.38941
P 12.39648 31.69280 3.67493
O 11.77808 30.44341 4.20978
O 11.48659 33.04637 3.87566
C 10.27503 32.96398 4.63639
O 12.72363 31.61067 2.04878
C 11.64611 31.39103 1.19452
H 13.12782 32.08798 6.42053
H 13.66269 33.62262 5.79814
H 14.85274 32.45397 6.15954
H 10.06119 33.88494 5.17880
H 10.34928 32.10620 5.30481
H 9.34985 32.82289 4.07762
H 10.70253 31.44750 1.73726
H 11.72752 30.42766 0.69114
H 11.70972 32.24939 0.52575
C 9.63507 35.64970 -3.03188
O 9.17437 35.73626 -1.69371
P 10.08720 35.12590 -0.48724
O 11.51020 35.59896 -0.44898
O 9.18022 35.39761 0.85091
C 9.54689 34.67255 2.02061
O 9.79602 33.56428 -0.85230
C 8.53749 32.98976 -0.67941
H 10.57276 35.12281 -3.20859
H 9.81417 36.66189 -3.39447
H 8.92194 35.12723 -3.66951
H 8.69889 34.74873 2.70119
H 10.57521 34.80239 2.35797
H 9.46686 33.63090 1.70972
H 8.67867 32.04132 -0.16112
H 8.11389 32.79931 -1.66550
H 7.83892 33.60900 -0.11670
C 11.33659 29.97161 -5.13123
O 9.96728 30.05858 -4.83330
P 9.50129 31.33338 -3.93402
O 9.68449 32.65988 -4.61065
O 7.95559 31.01154 -3.59986
C 6.89876 31.57032 -4.38304
O 10.30031 31.08741 -2.53763
C 10.17634 29.84865 -1.84919
H 11.64032 30.91995 -5.57451
H 11.43509 29.26588 -5.95607
H 11.84877 29.74459 -4.19622
H 6.35581 32.35764 -3.86014
H 6.11062 30.86671 -4.65116
H 7.24140 31.93822 -5.35017
H 9.56007 29.89376 -0.95125
H 11.18347 29.61979 -1.50075
H 9.86269 29.00619 -2.46562
*
```

Summary:
**F_max**: 4.9 eV Å⁻¹
**Frontier orbital gap**: 0.2748 Ha
**Total energy**: -93323.051 eV
**E_LUMO**: -0.166 Ha
**Relative energy (zero: lowest compared OMol25 entry of this formula, charge and spin)**: 0.0 kcal per mole
**M**: 607.373 g/mol
**HOMO level**: -11.998 eV

(4)
Molecular formula: C12H36O6
Method: DFT, the ωB97M-V functional and the def2-TZVPD basis

The geometry in ORCA input format:
```
! wB97M-V def2-TZVPD RIJCOSX def2/J DEFGRID3
* xyz 0 1
C 0.79133 -8.18321 -3.32278
C 1.12945 -6.68847 -3.06230
O 0.93819 -6.42802 -1.69754
H 1.45440 -8.89603 -2.83255
H 0.91790 -8.40646 -4.38215
H -0.27532 -8.29909 -3.13058
H 0.58576 -6.00834 -3.71799
H 2.19428 -6.46421 -3.12517
H 1.20949 -5.52873 -1.49936
C 4.90944 2.99665 0.36327
C 4.11340 3.73410 1.38778
O 4.69246 3.55586 2.67470
H 4.73843 1.92122 0.41128
H 5.98709 3.08837 0.49876
H 4.63334 3.37101 -0.62248
H 3.07987 3.38989 1.34990
H 4.08817 4.79155 1.12459
H 4.02951 3.63078 3.36499
C -6.34402 -1.18244 1.62557
C -5.19048 -2.01123 1.15349
O -5.57934 -3.08230 0.32197
H -6.97662 -1.78816 2.27443
H -6.94691 -0.82995 0.78868
H -5.90917 -0.37547 2.21535
H -4.68535 -2.40643 2.03482
H -4.42150 -1.47853 0.59402
H -4.88729 -3.73377 0.18683
C -1.17076 -0.16561 4.91555
C 0.32684 -0.21771 4.52529
O 0.53946 -1.35939 3.78377
H -1.57492 -0.99763 5.49216
H -1.73970 -0.11490 3.98720
H -1.42338 0.79382 5.36696
H 0.90243 -0.27758 5.44898
H 0.62238 0.60758 3.87748
H 0.34260 -2.12382 4.33014
C 0.83253 6.01316 -2.60282
C 0.06104 7.18469 -3.18223
O -1.17978 7.38194 -2.54795
H 1.80575 5.94556 -3.08900
H 0.22268 5.12406 -2.76301
H 1.02681 6.19227 -1.54534
H -0.18040 7.06910 -4.23884
H 0.62971 8.09954 -3.01556
H -1.54168 8.20400 -2.88684
C 0.33414 0.23580 -1.32762
C 0.25834 -1.29595 -1.54048
O 1.00174 -1.97565 -0.48667
H 1.36665 0.55761 -1.46356
H -0.09556 0.54320 -0.37423
H -0.27608 0.70551 -2.09905
H 0.65651 -1.54175 -2.52493
H -0.79330 -1.55846 -1.42541
H 0.76946 -1.71804 0.40847
*
```

Summary:
**F_max**: 2.7 eV Å⁻¹
**Frontier orbital gap**: 0.3786 Ha
**Total energy**: -25310.014 eV
**E_LUMO**: 0.013 Ha
**SMILES string**: CCO.CCO.CCO.CCO.CCO.CCO
**Relative energy (zero: lowest compared OMol25 entry of this formula, charge and spin)**: 73.5 kcal per mole
**M**: 276.414 g/mol
**HOMO level**: -9.935 eV

Question: Number 3 is which compound?
Answer: C12H36Na2O16P3S

Question: Look up the total energy of the fourth one.
Answer: -25310.014 eV